# 1
C51H38IrN9O2S as an isolated structure in a non-equilibrium geometry. Source: the OMol25 dataset; level of theory: wB97M-V/def2-TZVPD.

XYZ file:
```
102
Properties=species:S:1:pos:R:3:lowdin_spin:R:1
Ir -0.20 -0.41 -0.23 0.07
C 0.64 -5.90 -5.45 0.03
C 0.63 -6.06 -4.07 0.00
C 0.70 -4.96 -3.24 0.03
C 0.83 -3.65 -3.74 0.01
C 0.74 -3.51 -5.14 0.03
C 0.67 -4.61 -5.97 0.00
C 0.88 -2.53 -2.78 0.13
C 1.33 -2.78 -1.48 -0.03
C 2.24 -3.84 -1.09 0.00
C 2.29 -3.85 0.25 -0.02
C 1.40 -2.82 0.70 0.00
C 0.93 -2.69 2.02 0.13
C 1.61 -3.50 3.06 0.01
C 2.95 -3.23 3.33 0.01
C 3.63 -3.97 4.30 0.00
C 2.98 -4.99 4.97 0.01
C 1.65 -5.28 4.69 0.00
C 0.97 -4.53 3.73 0.01
C -0.17 -1.91 2.39 -0.02
N -0.86 -1.05 1.56 0.07
C -1.87 -0.51 2.30 0.03
C -2.75 0.51 1.88 0.08
C -3.85 0.89 2.80 0.01
C -3.57 1.54 4.00 0.00
C -4.61 1.91 4.85 0.00
C -5.92 1.63 4.50 0.00
C -6.20 0.98 3.31 0.00
C -5.17 0.62 2.45 0.00
C -2.63 1.21 0.69 0.00
C -3.42 2.35 0.33 0.03
C -2.96 2.79 -0.87 -0.01
C -1.92 1.89 -1.26 0.05
N -1.70 0.98 -0.29 0.03
C -1.26 1.87 -2.53 0.07
C -0.51 0.80 -2.98 0.00
C 0.06 0.69 -4.28 0.05
C 0.64 -0.53 -4.37 0.00
C 0.42 -1.19 -3.13 0.06
N -0.25 -0.38 -2.28 0.02
C -1.45 3.02 -3.45 0.01
C -0.34 3.76 -3.87 0.01
C -0.50 4.83 -4.74 0.00
C -1.76 5.17 -5.20 0.00
C -2.87 4.43 -4.80 0.00
C -2.71 3.36 -3.93 0.01
C -1.86 -1.09 3.61 -0.03
C -0.79 -1.91 3.68 0.01
N 0.92 -2.12 -0.35 0.06
H 0.58 -6.75 -6.10 0.00
H 0.53 -7.05 -3.64 0.00
H 0.58 -5.13 -2.18 0.00
H 0.70 -2.55 -5.60 0.00
H 0.62 -4.46 -7.04 0.00
H 2.80 -4.45 -1.78 0.00
H 2.87 -4.50 0.89 0.00
H 3.46 -2.44 2.79 0.00
H 4.66 -3.75 4.51 0.00
H 3.50 -5.57 5.72 0.00
H 1.14 -6.08 5.20 0.00
H -0.07 -4.76 3.50 0.00
H -2.54 1.78 4.26 0.00
H -4.38 2.43 5.77 0.00
H -6.73 1.91 5.17 0.00
H -7.22 0.76 3.03 0.00
H -5.38 0.12 1.52 0.00
H -4.21 2.77 0.93 0.00
H -3.31 3.63 -1.44 0.00
H 0.04 1.46 -5.03 0.00
H 1.24 -0.89 -5.18 0.00
H 0.65 3.47 -3.52 0.00
H 0.37 5.39 -5.06 0.00
H -1.89 6.01 -5.87 0.00
H -3.85 4.68 -5.17 0.00
H -3.57 2.77 -3.65 0.00
H -2.57 -0.86 4.39 0.00
H -0.45 -2.49 4.53 0.00
C 2.15 5.10 1.20 0.00
C 2.79 3.95 0.51 0.00
N 3.98 3.50 0.74 0.00
N 4.12 2.45 -0.13 0.00
C 3.03 2.21 -0.89 0.00
S 2.79 0.95 -1.93 0.02
N 2.17 3.21 -0.47 0.00
N 0.90 3.40 -0.98 0.00
H 2.80 5.43 2.00 0.00
H 1.18 4.81 1.61 0.00
H 1.99 5.93 0.51 0.00
H 4.95 1.89 -0.14 0.00
H 0.78 4.37 -1.23 0.00
H 0.21 3.13 -0.28 0.00
O -0.22 2.38 1.58 0.00
C 0.73 1.65 1.78 0.00
C 1.74 1.89 2.88 0.00
C 2.83 0.88 2.61 0.00
C 2.34 0.08 1.42 0.00
O 2.97 -0.82 0.92 0.00
N 1.09 0.55 1.01 0.00
H 1.22 1.74 3.83 0.00
H 2.06 2.93 2.85 0.00
H 3.01 0.18 3.43 0.00
H 3.80 1.33 2.36 0.00
```

Summary:
Energy above the lowest of the compared OMol25 structures with the same formula, charge and spin in eV: 0.232
Total charge: +1
Spin multiplicity: 2
Maximum force in eV/A: 1.08
LUMO (alpha / beta) in eV: -4.133 / -5.404
E_tot in eV: -84679.7323
Gap between HOMO and LUMO (alpha / beta) in eV: 5.513 / 4.501

=====

# 2
C4H23F6GaNO14S as an isolated structure in a non-equilibrium geometry. Source: the OMol25 dataset; level of theory: wB97M-V/def2-TZVPD.

XYZ file:
```
50
Properties=species:S:1:pos:R:3:mulliken_charge:R:1
O -2.90 -4.19 0.05 -0.45
C -3.60 -3.45 -0.70 0.57
F -4.49 -2.47 -0.16 -0.22
N -3.44 -3.63 -2.17 -0.35
C -2.26 -2.72 -2.51 0.45
O -2.57 -1.48 -2.63 -0.61
Ga -0.34 -3.43 -2.74 0.38
S 1.28 -1.79 -2.88 0.83
O 1.09 -1.12 -4.25 -0.67
O 2.67 -2.43 -2.94 -0.72
C 1.14 -0.43 -1.61 0.36
F -0.19 0.08 -1.49 -0.21
F 1.96 0.68 -2.03 -0.27
C 1.62 -0.82 -0.12 0.60
F 0.50 -1.26 0.61 -0.15
F 2.65 -1.78 -0.06 -0.18
F 2.05 0.42 0.51 -0.36
H -4.28 -3.18 -2.60 0.32
H -0.30 -4.23 -4.14 -0.22
H 0.06 -4.53 -1.62 -0.23
O -1.25 1.66 0.88 -0.57
H -0.48 2.25 0.88 0.30
H -1.05 1.02 0.18 0.31
O -4.43 1.10 -2.13 -0.63
H -3.78 0.56 -2.59 0.36
H -3.96 1.93 -1.95 0.32
O 0.07 1.96 3.90 -0.62
H -0.77 1.62 3.57 0.31
H 0.73 1.55 3.32 0.27
O 4.43 -0.50 1.84 -0.67
H 5.04 -0.10 1.21 0.34
H 3.57 -0.14 1.59 0.34
O -1.92 -1.22 1.75 -0.52
H -2.75 -0.73 1.72 0.30
H -2.17 -2.12 1.47 0.24
O -1.93 4.00 5.21 -0.63
H -1.28 3.47 4.74 0.35
H -1.47 4.83 5.39 0.34
O 3.43 -3.81 -5.49 -0.64
H 3.39 -3.38 -4.63 0.37
H 3.31 -3.09 -6.12 0.30
O -3.35 4.11 -1.78 -0.60
H -3.38 4.54 -0.91 0.31
H -3.46 4.84 -2.40 0.29
O 5.84 2.03 3.04 -0.64
H 5.44 1.15 3.05 0.35
H 6.79 1.86 3.08 0.30
O 1.41 4.46 4.88 -0.64
H 1.01 3.58 4.89 0.33
H 2.35 4.29 4.92 0.30
```

Summary:
Total charge: -1
Maximum force in eV/A: 6.58
LUMO in eV: 1.994
E_tot in eV: -114191.7724
Gap between HOMO and LUMO in eV: 9.132

=====

# 3
A single C17H17N3O2S molecule. Source: the OMol25 dataset; level of theory: wB97M-V/def2-TZVPD.

XYZ file:
```
40
Properties=species:S:1:pos:R:3:mulliken_charge:R:1
N -1.71 -2.57 0.86 -0.29
C -2.01 -1.91 -0.29 0.05
O -1.71 -2.33 -1.38 -0.61
C -2.74 -0.62 -0.08 0.48
C -4.00 -0.48 -0.63 -0.68
C -4.71 0.70 -0.49 -0.57
C -4.15 1.75 0.21 -0.74
C -2.88 1.64 0.76 -0.52
C -2.16 0.46 0.61 0.65
N -0.87 0.29 1.12 0.07
C 0.11 1.20 1.25 0.00
S 0.04 2.82 1.00 -0.38
N 1.36 0.69 1.59 -0.01
C 1.74 -0.62 1.71 0.45
O 0.94 -1.54 1.83 -0.63
C 3.22 -0.84 1.58 -0.72
H 3.77 0.06 1.85 0.30
H 3.54 -1.66 2.23 0.39
C 3.49 -1.21 0.11 -1.06
C 2.72 -0.30 -0.81 0.57
C 3.16 0.99 -1.07 -0.29
C 2.39 1.86 -1.82 -0.53
C 1.16 1.45 -2.31 -0.59
C 0.71 0.17 -2.06 -0.58
C 1.49 -0.71 -1.32 -0.25
H 1.13 -1.71 -1.13 0.35
H -0.24 -0.17 -2.44 0.46
H 0.55 2.14 -2.88 0.40
H 2.75 2.86 -2.01 0.39
H 4.12 1.31 -0.69 0.42
H 4.56 -1.14 -0.09 0.42
H 3.18 -2.25 -0.06 0.33
H 2.08 1.39 1.54 0.37
H -0.55 -0.67 1.23 0.24
H -2.45 2.47 1.29 0.41
H -4.70 2.68 0.34 0.40
H -5.70 0.80 -0.92 0.39
H -4.42 -1.31 -1.19 0.44
H -2.02 -2.26 1.76 0.23
H -1.19 -3.43 0.80 0.22
```

Summary:
Energy above the lowest of the compared OMol25 structures with the same formula, charge and spin in eV: 0.000
Total charge: 0
Maximum force in eV/A: 0.91
LUMO in eV: 0.366
Structure (SMILES): NC(=O)c1ccccc1NC(=S)NC(=O)CCc1ccccc1
E_tot in eV: -37307.3973
Gap between HOMO and LUMO in eV: 8.706

=====

# 4
C15H41N4NaO7Pb as an isolated structure in a non-equilibrium geometry. Source: the OMol25 dataset; level of theory: wB97M-V/def2-TZVPD.

XYZ file:
```
69
Properties=species:S:1:pos:R:3:mulliken_charge:R:1
Na -0.25 -1.85 1.91 0.99
Pb -5.37 0.36 1.72 0.98
C -0.18 2.96 -1.38 -0.40
O -1.26 2.14 -0.84 -0.38
H 0.79 2.46 -1.28 0.23
H -0.42 3.27 -2.39 0.24
H -0.05 3.81 -0.70 0.24
C -2.69 -9.60 -4.58 -0.71
O -2.41 -8.19 -4.39 -0.30
C -2.50 -7.50 -5.68 -0.74
C -2.43 -5.90 -5.48 -0.54
N -1.29 -5.55 -4.67 -0.20
C -1.18 -4.13 -4.38 -0.77
C -0.69 -3.43 -5.69 -0.38
O 0.68 -3.84 -5.73 -0.36
C 1.47 -3.46 -6.91 -0.87
H -1.92 -9.93 -5.28 0.31
H -3.59 -9.74 -5.16 0.30
H -2.65 -10.19 -3.66 0.25
H -3.40 -7.77 -6.24 0.43
H -1.65 -7.86 -6.26 0.38
H -3.35 -5.45 -5.10 0.36
H -2.31 -5.47 -6.47 0.28
H -0.37 -5.85 -4.97 0.28
H -0.58 -4.05 -3.48 0.27
H -2.10 -3.65 -4.05 0.35
H -0.74 -2.35 -5.84 0.47
H -1.16 -3.75 -6.62 0.31
H 1.03 -2.65 -7.50 0.35
H 1.60 -4.24 -7.65 0.32
H 2.26 -2.85 -6.46 0.31
C 4.70 -1.09 7.65 -0.71
O 4.96 -0.99 6.23 -0.34
C 5.26 0.31 5.81 -0.46
C 3.97 1.19 5.60 -0.54
N 4.41 2.51 5.26 -0.27
C 3.31 3.43 5.06 -0.64
C 3.86 4.74 4.53 -0.69
O 4.88 5.38 5.30 -0.32
C 5.50 6.48 4.63 -0.78
H 3.82 -0.49 7.90 0.28
H 5.44 -0.56 8.25 0.31
H 4.63 -2.11 8.02 0.26
H 5.70 0.23 4.81 0.32
H 5.99 0.86 6.41 0.37
H 3.35 1.14 6.50 0.30
H 3.32 0.82 4.81 0.23
H 4.89 2.92 6.05 0.22
H 2.75 3.61 5.98 0.38
H 2.53 3.20 4.33 0.35
H 3.00 5.40 4.41 0.45
H 4.09 4.64 3.47 0.37
H 4.82 7.32 4.48 0.32
H 5.73 6.32 3.57 0.33
H 6.37 6.88 5.15 0.27
C -4.44 6.41 3.10 0.60
O -4.93 5.32 3.35 -0.64
N -4.79 7.58 3.67 -0.40
N -3.40 6.68 2.26 -0.42
H -4.14 8.35 3.59 0.20
H -5.49 7.62 4.40 0.22
H -3.31 7.61 1.89 0.22
H -3.11 5.91 1.67 0.21
C -6.36 0.91 -4.09 -0.44
O -6.04 1.73 -2.98 -0.52
H -6.18 -0.11 -3.76 0.22
H -7.42 1.08 -4.31 0.21
H -5.84 1.21 -5.00 0.25
H -5.11 1.80 -2.75 0.29
```

Summary:
Total charge: +2
Maximum force in eV/A: 3.27
LUMO in eV: -10.216
E_tot in eV: -46149.5639
Gap between HOMO and LUMO in eV: 1.575

=====

# 5
An isolated ion of composition C9H14N and charge +1 in a non-equilibrium geometry. Source: the OMol25 dataset; level of theory: wB97M-V/def2-TZVPD.

XYZ file:
```
24
Properties=species:S:1:pos:R:3:mulliken_charge:R:1
C -1.53 -0.60 0.30 0.20
C -1.22 0.52 -0.35 -0.49
C -3.07 -0.30 0.32 -0.61
C -0.32 -1.39 0.65 -1.07
C -2.64 0.99 -0.47 -0.27
C 0.18 0.64 -0.75 -0.23
C 0.78 -0.56 -0.05 1.12
C 1.93 -1.30 -0.76 -1.78
C 2.36 1.45 0.47 -1.03
N 0.99 0.86 0.48 -0.01
H -3.52 -1.15 -0.10 0.31
H -3.34 -0.32 1.38 0.31
H 0.02 -1.50 1.64 0.41
H -0.07 -2.47 0.26 0.39
H -2.72 1.98 0.09 0.24
H -3.08 0.85 -1.53 0.23
H 0.42 1.22 -1.58 0.48
H 2.72 -0.74 -1.15 0.44
H 1.62 -1.77 -1.77 0.33
H 2.20 -2.03 -0.04 0.52
H 2.61 1.54 -0.50 0.36
H 2.26 2.25 1.11 0.42
H 2.96 0.82 1.06 0.40
H 0.47 1.02 1.27 0.34
```

Summary:
Energy above the lowest of the compared OMol25 structures with the same formula, charge and spin in eV: 4.550
Total charge: +1
Maximum force in eV/A: 4.50
LUMO in eV: -2.770
Structure (SMILES): C[N@H+]1[C@@H]2C3=C(CC3)C[C@@]21C
E_tot in eV: -11039.2692
Gap between HOMO and LUMO in eV: 10.323

=====

# 6
A 6-piece molecular cluster, H12O6 overall. Source: the OMol25 dataset; level of theory: wB97M-V/def2-TZVPD.

XYZ file:
```
18
Properties=species:S:1:pos:R:3:mulliken_charge:R:1
O 0.35 0.34 3.15 -0.65
H 0.35 -0.33 2.44 0.36
H -0.57 0.62 3.21 0.30
O -1.57 -2.89 0.82 -0.65
H -0.85 -3.53 0.84 0.30
H -1.12 -2.02 0.82 0.42
O 1.08 1.56 -2.09 -0.63
H 0.46 1.79 -1.38 0.31
H 0.57 1.68 -2.90 0.33
O -0.68 2.32 0.20 -0.70
H -0.17 2.59 0.98 0.33
H -1.57 2.64 0.35 0.31
O -0.14 -0.54 0.39 -0.76
H -0.62 0.30 0.35 0.43
H 0.35 -0.57 -0.45 0.36
O 1.28 -1.35 -1.88 -0.67
H 1.75 -0.63 -2.30 0.32
H 1.10 -1.99 -2.57 0.29
```

Summary:
Energy above the lowest of the compared OMol25 structures with the same formula, charge and spin in eV: 0.824
Total charge: 0
Maximum force in eV/A: 0.62
LUMO in eV: 0.139
Structure (SMILES): O.O.O.O.O.O
E_tot in eV: -12480.2893
Gap between HOMO and LUMO in eV: 10.624

=====

# 7
C57H58Cl3FN3O5P2SiV as an isolated structure in a non-equilibrium geometry. Source: the OMol25 dataset; level of theory: wB97M-V/def2-TZVPD.

XYZ file:
```
131
Properties=species:S:1:pos:R:3:lowdin_spin:R:1
V -0.44 0.27 0.36 1.93
C 6.04 -3.00 -1.40 0.00
C 6.19 -1.63 -0.74 0.00
N 4.94 -0.89 -0.71 0.02
C 4.09 -1.10 0.34 0.07
C 2.89 -0.50 0.46 0.00
C 2.02 -0.91 1.61 0.00
O 2.47 -1.56 2.54 0.01
O 0.78 -0.52 1.53 0.01
C 2.46 0.44 -0.57 0.11
O 1.38 1.09 -0.49 0.10
C 3.32 0.60 -1.69 0.08
C 2.91 1.45 -2.77 0.17
C 3.68 1.49 -3.89 0.02
F 3.31 2.32 -4.93 -0.01
C 4.83 0.73 -4.06 0.18
C 5.29 -0.07 -2.97 0.12
C 4.54 -0.12 -1.80 0.02
N 5.60 0.74 -5.27 0.03
C 4.87 0.62 -6.51 0.01
C 5.83 0.24 -7.62 0.00
N 6.87 1.33 -7.70 0.00
C 7.62 1.49 -6.40 0.01
C 6.59 1.80 -5.32 0.01
H 7.00 -3.53 -1.40 0.00
H 5.69 -2.90 -2.42 0.00
H 5.32 -3.61 -0.85 0.00
H 6.93 -1.03 -1.26 0.00
H 6.53 -1.74 0.29 0.00
H 4.42 -1.79 1.11 0.01
H 1.99 2.01 -2.68 0.01
H 6.16 -0.68 -3.12 0.01
H 4.35 1.55 -6.80 0.00
H 4.11 -0.15 -6.40 0.00
H 5.36 0.16 -8.59 0.00
H 6.37 -0.68 -7.38 0.00
H 6.37 2.21 -7.88 0.00
H 7.52 1.18 -8.48 0.00
H 8.36 2.27 -6.53 0.00
H 8.09 0.53 -6.20 0.00
H 6.13 2.79 -5.53 0.00
H 7.10 1.86 -4.36 0.00
C -3.21 5.24 2.20 0.00
P -2.41 3.70 1.56 0.00
C -3.89 2.72 1.14 0.00
C -1.84 2.98 3.17 0.00
C -2.71 2.80 4.24 0.00
C -2.30 2.21 5.43 0.00
C -0.98 1.81 5.56 0.00
C -0.09 2.01 4.52 0.00
C -0.49 2.61 3.33 0.00
P 0.64 2.89 1.90 0.01
C 2.29 2.44 2.56 0.00
C 0.79 4.73 2.12 0.00
H -3.99 5.03 2.93 0.00
H -3.64 5.78 1.36 0.00
H -2.45 5.88 2.66 0.00
H -4.68 2.78 1.89 0.00
H -3.60 1.68 0.99 0.00
H -4.28 3.10 0.19 0.00
H -3.75 3.10 4.13 0.00
H -3.01 2.04 6.23 0.00
H -0.66 1.31 6.47 0.00
H 0.94 1.68 4.64 0.00
H 2.35 1.38 2.79 0.00
H 2.55 3.01 3.46 0.00
H 3.02 2.65 1.78 0.00
H 0.84 4.98 3.18 0.00
H -0.05 5.24 1.66 0.00
H 1.70 5.06 1.63 0.00
Cl -4.52 4.30 -4.75 0.00
C -3.60 3.40 -3.56 0.01
C -4.12 2.24 -3.01 0.00
C -3.39 1.54 -2.07 0.01
Cl -4.09 0.11 -1.39 0.00
C -2.12 1.96 -1.63 0.00
O -1.47 1.30 -0.74 0.01
C -1.64 3.14 -2.21 0.01
Cl -0.08 3.77 -1.77 0.00
C -2.36 3.85 -3.16 0.00
H -5.09 1.87 -3.31 0.00
H -1.94 4.76 -3.58 0.00
C -0.03 -1.17 -1.23 -0.03
C -0.77 -2.34 -1.73 0.00
C -1.58 -2.28 -2.87 -0.01
C -2.17 -3.41 -3.42 0.00
C -1.95 -4.66 -2.86 -0.01
C -1.16 -4.74 -1.71 0.00
C -0.61 -3.61 -1.15 -0.01
H 0.13 -0.46 -2.05 0.00
H 0.95 -1.54 -0.92 0.00
H -1.74 -1.31 -3.34 0.00
H -2.79 -3.32 -4.31 0.00
H -2.39 -5.55 -3.29 0.00
H -0.99 -5.70 -1.25 0.00
H -0.01 -3.69 -0.25 0.00
O -2.03 -0.39 1.45 0.02
Si -2.78 -1.46 2.39 0.00
C -4.53 -0.94 2.92 0.00
C -4.70 0.28 3.57 0.00
C -5.92 0.69 4.09 0.00
C -7.03 -0.14 3.98 0.00
C -6.89 -1.37 3.36 0.00
C -5.66 -1.76 2.83 0.00
C -1.94 -1.82 4.05 0.00
C -0.55 -1.88 4.15 0.00
C 0.08 -2.21 5.34 0.00
C -0.68 -2.47 6.48 0.00
C -2.06 -2.41 6.41 0.00
C -2.68 -2.10 5.21 0.00
C -3.12 -3.15 1.61 0.00
C -2.72 -4.34 2.22 0.00
C -3.13 -5.58 1.73 0.00
C -3.95 -5.64 0.62 0.00
C -4.33 -4.47 -0.03 0.00
C -3.91 -3.25 0.47 0.00
H -3.83 0.92 3.68 0.00
H -6.00 1.65 4.58 0.00
H -7.98 0.17 4.39 0.00
H -7.74 -2.04 3.28 0.00
H -5.59 -2.73 2.36 0.00
H 0.06 -1.67 3.28 0.00
H 1.16 -2.25 5.37 0.00
H -0.19 -2.73 7.41 0.00
H -2.66 -2.61 7.29 0.00
H -3.77 -2.06 5.17 0.00
H -2.10 -4.31 3.11 0.00
H -2.82 -6.49 2.23 0.00
H -4.28 -6.60 0.23 0.00
H -4.95 -4.51 -0.92 0.00
H -4.23 -2.34 -0.04 0.00
```

Summary:
Energy above the lowest of the compared OMol25 structures with the same formula, charge and spin in eV: 0.000
Total charge: -1
Spin multiplicity: 4
Maximum force in eV/A: 2.07
LUMO (alpha / beta) in eV: -0.070 / -0.120
E_tot in eV: -167190.4091
Gap between HOMO and LUMO (alpha / beta) in eV: 2.211 / 3.740